Entry from OMol25: a molecular structure, C51H43GeINO2PRe (the ωB97M-V functional and the def2-TZVPD basis).

The calculation puts the orbital gap at 7.20 eV. As for the net charge: +1. The value obtained for the lowest unoccupied orbital energy is -2.9 eV.

```
101
Properties=species:S:1:pos:R:3:lowdin_charge:R:1
Re 0.982 -0.206 0.098 1.034
I 1.216 0.505 -2.566 1.403
Ge -1.340 -2.154 -0.328 0.978
P 0.221 2.342 0.309 1.048
O 2.878 0.563 0.083 -0.321
O 4.977 1.163 0.511 0.094
N 1.399 -0.748 2.136 -0.054
C -4.451 -1.066 2.462 -0.063
C 1.293 3.890 2.374 -0.090
C -1.855 3.531 -3.056 -0.142
C 1.474 3.463 1.045 -0.365
C -3.057 -2.038 -4.189 -0.099
C -0.788 -0.197 -0.166 -0.461
C -1.277 2.493 1.400 -0.326
C -1.152 1.941 2.670 -0.129
C 5.928 -2.299 -1.207 -0.073
C -1.930 4.959 -2.791 0.003
C 3.565 4.638 2.372 -0.086
C 2.304 0.158 2.953 -0.178
C -1.731 -2.482 -2.220 -0.262
C -0.909 2.705 -2.336 -0.212
C -1.116 -3.459 -4.345 -0.044
C 3.726 4.215 1.078 -0.068
C 1.700 -2.252 -0.505 -0.305
C -0.296 3.262 -1.190 -0.315
C 1.119 -3.390 0.384 -0.248
C -2.668 2.933 -4.038 -0.007
C -2.166 -2.693 -4.936 -0.087
C 2.687 3.598 0.391 -0.092
C -1.158 5.487 -1.782 -0.034
C 3.169 -2.207 -0.748 -0.269
C -1.343 0.903 -3.939 -0.175
C -3.511 2.316 3.110 -0.060
C -0.024 -5.303 2.046 -0.077
C -3.226 -1.076 1.737 -0.063
C 3.662 -1.944 -2.044 -0.088
C -3.039 -1.978 0.663 -0.267
C -0.901 -3.414 -2.962 -0.062
C -5.240 -2.895 1.117 -0.078
C -0.586 1.440 -2.916 -0.596
C -2.808 -1.847 -2.811 -0.107
C 3.901 0.768 0.880 -0.621
C 1.896 -4.398 0.999 -0.017
C -2.500 3.020 1.024 -0.083
C -0.819 -4.331 1.390 -0.087
C 5.012 -1.996 -2.243 -0.067
C 3.702 0.479 2.409 -0.066
C -3.569 2.983 1.846 -0.046
C 2.363 4.518 3.050 -0.062
C 1.321 -5.367 1.866 -0.058
C 5.450 -2.266 0.087 -0.084
C -4.065 -2.871 0.412 -0.135
C -0.248 -3.392 0.633 -0.300
C -2.283 1.888 3.449 -0.129
C 4.080 -2.205 0.342 -0.093
C -5.458 -1.939 2.107 -0.083
C -0.330 4.625 -0.972 -0.056
C -2.426 1.613 -4.416 -0.067
H -2.721 3.479 0.102 0.098
H -3.117 1.142 -5.207 0.142
H -1.902 -4.414 1.557 0.113
H -6.426 -2.072 2.669 0.128
H 4.698 4.194 0.614 0.116
H -0.020 5.031 -0.061 0.088
H -1.236 6.490 -1.451 0.098
H -0.200 1.543 3.057 0.095
H 6.249 -2.556 0.912 0.153
H -2.292 -2.834 -5.962 0.093
H 4.355 -0.397 2.598 0.118
H 0.595 -1.081 2.608 0.093
H 6.984 -2.329 -1.468 0.107
H 5.327 -1.761 -3.250 0.107
H 2.958 -1.725 -2.815 0.045
H 4.183 1.315 2.939 0.130
H -1.074 -0.041 -4.471 0.108
H 1.931 -1.635 2.008 0.087
H -0.444 -6.013 2.681 0.087
H 1.794 1.099 3.114 0.076
H 0.438 3.861 3.047 0.101
H -0.488 -4.053 -4.960 0.095
H -0.054 -3.936 -2.541 0.098
H -3.934 -3.633 -0.299 0.093
H 2.228 4.845 4.095 0.118
H -1.743 0.227 -0.542 0.050
H -2.550 5.599 -3.473 0.137
H 2.964 -4.450 0.745 0.111
H -4.321 2.131 3.812 0.117
H -3.940 -1.609 -4.611 0.107
H 1.923 -6.119 2.425 0.126
H -4.655 -0.383 3.256 0.084
H -2.197 1.368 4.398 0.118
H 2.395 -0.337 3.948 0.134
H -3.432 -1.294 -2.123 0.101
H -2.475 -0.398 1.986 0.048
H 4.466 5.006 2.881 0.118
H 2.880 3.180 -0.596 0.118
H 1.315 -2.247 -1.520 0.025
H 3.668 -2.382 1.333 0.095
H -6.015 -3.626 0.911 0.112
H -3.346 3.522 -4.555 0.095
H -4.524 3.308 1.480 0.108
```



Entry from OMol25: a molecular structure, C51H44N12PReS (the ωB97M-V functional and the def2-TZVPD basis).

The calculation puts the orbital gap (spin up / spin down) at 4.57 / 5.04 eV. Its expectation value of S² is 0.767. As for the net charge: +3. The value obtained for the lowest unoccupied orbital energy (spin up / spin down) is -10.4 / -10.0 eV. The spin multiplicity is 2.

```
110
Properties=species:S:1:pos:R:3:lowdin_spin:R:1
Re -0.104 0.225 0.476 0.835
S -1.665 2.072 0.112 -0.037
P 1.319 -2.867 -0.629 0.002
N -1.140 -1.529 -0.078 -0.005
N 2.272 -1.310 -2.729 0.014
N -3.693 3.135 -1.086 -0.004
N 1.059 -0.094 -1.348 0.008
N -1.007 -0.964 4.419 0.046
N -0.832 0.102 2.262 0.030
N -2.736 1.497 -2.329 -0.002
N 0.390 -2.299 5.956 0.023
N -1.352 -3.649 -0.617 0.012
N 2.847 -2.558 1.766 0.001
N 1.541 -0.881 1.269 -0.003
N -1.752 0.563 -2.602 0.003
C 5.012 -0.636 3.963 0.000
C -2.621 -3.156 -0.475 0.000
C 2.273 -0.036 -3.238 -0.002
C 4.056 -2.738 4.673 0.000
C 2.297 -0.503 2.350 0.000
C -6.061 0.496 0.227 0.000
C 2.802 -0.298 -5.656 0.000
C 2.064 0.790 2.983 -0.001
C -0.849 -0.445 3.334 0.034
C 3.109 -1.573 2.693 -0.001
C 3.502 -3.859 1.692 0.000
C 1.302 3.074 2.712 -0.001
C -5.910 -4.731 0.369 0.000
C 1.193 2.152 -2.526 0.002
C -4.601 -0.931 -1.040 0.000
C 4.484 1.070 -6.692 0.000
C 1.539 -1.325 -1.599 0.009
C -2.758 2.206 -1.208 -0.006
C 3.020 0.353 -4.440 0.000
C -3.669 -0.930 0.003 0.000
C -4.113 -4.696 -1.748 0.000
C 4.084 -1.665 3.779 0.000
C 0.545 4.850 -2.865 0.002
C 5.903 -0.690 5.018 0.000
C 3.972 1.369 -4.363 0.000
C -0.476 -2.660 -0.374 0.013
C 0.909 2.661 -3.799 0.001
C 2.065 0.956 4.367 0.001
C -0.270 -1.671 5.249 0.003
C 1.702 1.868 2.163 0.000
C 1.523 0.730 -2.364 0.008
C -5.787 -0.224 -0.928 -0.001
C -5.139 0.513 1.263 -0.001
C 4.706 1.717 -5.483 0.000
C -1.017 -5.025 -0.967 0.001
C 0.841 4.359 -1.602 0.000
C -3.952 -0.198 1.152 -0.001
C 5.863 -1.753 5.914 0.000
C 4.935 -2.771 5.742 0.000
C 2.990 -2.446 -3.296 0.001
C -4.753 -3.978 0.465 0.000
C -6.182 -5.449 -0.788 0.000
C 1.908 -2.105 0.913 0.003
C 1.169 3.023 -1.439 0.005
C 1.270 3.219 4.093 0.000
C 3.523 0.071 -6.779 0.000
C 0.583 3.996 -3.960 0.001
C -5.283 -5.430 -1.846 0.000
C -3.843 -3.960 -0.593 0.000
C -2.496 -1.821 -0.137 0.003
C 1.661 2.166 4.913 -0.001
H 0.957 4.157 4.532 0.000
H -4.538 -3.415 1.366 0.000
H -3.421 -4.664 -2.583 0.000
H -6.602 -4.762 1.200 0.000
H -2.184 -0.271 -2.980 0.000
H -3.732 3.697 -0.250 0.000
H -0.937 -5.135 -2.048 0.000
H 5.459 2.491 -5.413 0.000
H 4.482 -3.792 2.155 0.000
H 2.918 -4.617 2.212 0.000
H -5.494 -5.985 -2.750 0.000
H -7.094 -6.024 -0.869 0.000
H -3.272 -0.215 1.985 0.000
H -3.417 1.720 -3.043 0.000
H 3.334 -0.418 -7.725 0.000
H 2.344 -3.045 -3.936 0.001
H 0.369 4.376 -4.951 0.000
H 4.144 1.873 -3.419 0.000
H -1.801 -5.686 -0.610 0.000
H 3.818 -2.080 -3.896 0.000
H 5.047 0.189 3.262 0.000
H 0.943 2.007 -4.660 0.000
H 1.477 2.665 -0.462 0.002
H 1.029 3.905 2.074 0.000
H -4.395 -1.509 -1.934 0.000
H 0.318 5.898 -3.004 0.000
H 2.038 -1.064 -5.731 0.000
H 6.553 -1.787 6.745 0.000
H 3.380 -3.077 -2.502 0.000
H 0.840 5.024 -0.748 0.000
H 3.614 -4.154 0.651 0.000
H -6.514 -0.265 -1.729 0.000
H 1.840 1.781 1.075 0.002
H -5.353 1.057 2.174 0.000
H -0.074 -5.305 -0.507 0.000
H 1.641 2.282 5.989 0.000
H 5.056 1.346 -7.567 0.000
H 6.634 0.097 5.148 0.000
H -4.401 3.294 -1.788 0.000
H 2.341 0.133 5.011 0.000
H -1.099 0.944 -3.280 0.000
H 3.309 -3.514 4.563 0.000
H 4.883 -3.586 6.451 0.000
H -7.004 1.016 0.332 0.000
```



Entry from OMol25: a molecular structure, C51H45AuOP3S (the ωB97M-V functional and the def2-TZVPD basis).

The calculation puts the orbital gap at 7.55 eV. As for the net charge: +1. The value obtained for the lowest unoccupied orbital energy is -2.2 eV.

```
102
Properties=species:S:1:pos:R:3:lowdin_charge:R:1
Au -0.074 -1.403 0.090 0.437
S -0.013 1.611 0.318 0.892
P 2.243 -0.567 0.105 0.991
P -0.450 -3.860 0.023 0.757
P -2.190 -0.272 -0.335 0.942
O -0.705 1.456 -0.995 -0.574
C -4.856 2.895 1.749 -0.144
C 2.172 -0.985 -3.890 -0.066
C -5.380 1.887 0.988 0.007
C -2.279 -1.456 -4.180 -0.078
C 5.660 4.524 -0.171 -0.092
C 3.589 3.373 -0.101 -0.077
C 1.897 -0.676 -2.572 -0.111
C -3.276 -1.630 0.263 -0.404
C -5.495 3.952 2.597 -0.094
C 4.512 5.545 -0.345 -0.092
C 4.980 3.196 -0.029 -0.142
C 1.953 5.071 -0.532 0.008
C 3.262 4.721 -0.342 -0.142
C 3.163 -1.554 1.325 -0.384
C -1.188 2.598 1.258 -0.293
C -2.546 2.217 1.118 -0.130
C -4.495 1.011 0.347 -0.062
C 4.191 -1.672 3.505 -0.066
C -1.756 4.408 2.781 -0.002
C -2.932 -0.427 -4.844 -0.076
C -4.061 -2.482 -0.500 -0.095
C -4.648 -3.718 1.477 -0.100
C 0.977 4.081 -0.352 -0.055
C -4.750 -3.518 0.111 -0.093
C -3.460 3.048 1.793 -0.078
C -3.200 0.759 -2.770 -0.066
C -2.558 -0.275 -2.103 -0.358
C 2.759 -1.100 -1.559 -0.376
C -3.115 1.126 0.405 -0.260
C 3.893 -1.841 -1.873 -0.093
C 5.468 1.926 0.118 0.007
C 4.558 0.868 0.184 -0.071
C -3.084 4.125 2.617 -0.146
C 3.964 -3.655 2.177 -0.075
C -3.391 0.673 -4.138 -0.066
C -3.175 -1.844 1.636 -0.133
C 3.340 -2.928 1.178 -0.127
C -4.316 4.764 3.186 -0.094
C 3.566 -0.940 2.512 -0.095
C 2.641 2.337 0.029 -0.135
C 3.297 -1.734 -4.201 -0.071
C 0.785 -4.459 -1.197 -0.268
C -1.776 -5.109 -0.230 -0.242
C 1.298 2.786 -0.025 -0.300
C 3.179 1.027 0.163 -0.260
C 4.144 -2.168 -3.195 -0.070
C -3.859 -2.875 2.245 -0.081
C -0.815 3.630 2.085 -0.063
C 0.231 -4.415 1.630 -0.268
C -2.092 -1.379 -2.814 -0.129
C 4.393 -3.033 3.338 -0.070
H 3.515 -1.970 -5.231 0.107
H 4.961 -0.132 0.260 0.106
H -4.144 -2.345 -1.569 0.104
H -1.914 -2.311 -4.732 0.106
H 6.269 4.747 0.707 0.125
H 1.500 -3.664 -1.410 0.002
H -6.106 3.505 3.383 0.124
H 4.575 -2.176 -1.105 0.101
H -2.519 -5.018 0.561 0.025
H -3.080 -0.486 -5.913 0.106
H -0.066 4.343 -0.446 0.124
H 6.526 1.726 0.165 0.120
H 0.947 -3.680 1.997 0.012
H -3.774 -3.030 3.311 0.107
H 0.711 -5.389 1.539 0.050
H 1.504 -0.649 -4.668 0.109
H 1.662 6.078 -0.787 0.121
H -1.581 -2.177 -2.280 0.071
H 2.999 -3.431 0.282 0.087
H 6.330 4.518 -1.032 0.126
H 0.232 3.870 2.198 0.114
H -5.175 -4.535 1.945 0.107
H 0.267 -4.708 -2.125 0.046
H -3.541 1.626 -2.223 0.109
H -6.155 4.576 1.993 0.124
H 1.016 -0.096 -2.320 0.079
H 5.011 -2.760 -3.445 0.108
H -6.444 1.739 0.896 0.119
H -2.267 -4.931 -1.187 0.045
H 4.530 -1.182 4.406 0.110
H -1.335 -6.106 -0.219 0.057
H -4.299 4.714 4.277 0.125
H 4.116 -4.716 2.042 0.110
H -4.371 5.820 2.913 0.124
H -2.551 -1.176 2.222 0.103
H -0.597 -4.483 2.335 0.043
H 3.395 0.120 2.647 0.109
H -3.897 1.471 -4.662 0.108
H 4.885 -3.606 4.109 0.108
H 1.308 -5.340 -0.821 0.049
H 4.474 6.260 0.482 0.128
H 4.609 6.119 -1.268 0.126
H -5.362 -4.182 -0.482 0.111
H -4.917 0.189 -0.215 0.112
H -1.425 5.219 3.410 0.119
```



Entry from OMol25: a molecular structure, C51H45LuN5O4SiTe (the ωB97M-V functional and the def2-TZVPD basis).

The calculation puts the orbital gap (spin up / spin down) at 4.54 / 3.65 eV. As for the net charge: -1. The value obtained for the lowest unoccupied orbital energy (spin up / spin down) is 1.7 / 1.7 eV.

```
108
Properties=species:S:1:pos:R:3:lowdin_charge:R:1
Lu -0.148 -0.355 0.462 1.579
Te 2.649 -0.784 -2.817 0.741
Si 2.234 0.860 2.268 0.652
O 4.218 -4.454 1.480 0.111
O 3.788 -1.766 1.789 0.027
O 1.969 -0.455 1.107 -0.325
O 3.588 -5.801 -0.291 0.066
N 0.840 -2.225 -0.123 -0.147
N -3.999 0.151 -1.472 0.128
N 0.341 -3.263 -0.805 -0.010
N -1.759 -0.146 -0.913 -0.067
N -3.475 -0.799 0.646 0.151
C -1.422 -1.511 1.798 -0.230
C -4.974 -1.121 3.158 -0.051
C -1.361 2.911 1.269 -0.131
C 4.789 -1.093 -7.211 -0.135
C -7.273 1.847 -1.734 -0.063
C 3.558 -1.058 -4.687 -0.741
C 3.987 0.176 4.281 -0.091
C 0.191 1.492 -4.343 -0.103
C -2.798 -1.548 4.202 -0.039
C 2.668 -1.716 1.277 -0.453
C 4.387 0.083 5.617 -0.070
C -1.881 -1.697 -3.629 -0.045
C 2.286 -3.999 0.113 -0.047
C -1.684 3.526 2.460 -0.151
C -2.759 -1.249 1.794 -0.243
C -0.822 1.764 -2.149 -0.065
C 3.858 1.594 -0.056 -0.072
C 1.734 -0.108 4.914 -0.099
C 4.010 2.812 2.020 -0.117
C -5.889 1.661 -1.534 -0.168
C -3.076 -0.232 -0.555 -0.284
C 2.106 -0.373 6.264 -0.060
C 5.362 -0.337 -6.144 -0.095
C -8.144 0.796 -1.711 -0.052
C -1.253 0.412 -2.129 -0.293
C 4.742 -0.348 -4.874 -0.203
C -6.277 -0.756 -1.215 -0.035
C 3.428 -0.032 6.632 -0.089
C 2.660 0.224 3.938 -0.241
C 0.216 2.418 3.550 -0.100
C -0.699 -1.775 2.978 -0.139
C 3.445 -4.844 0.455 -0.484
C 5.052 2.209 -0.524 -0.064
C 5.788 3.039 0.345 -0.093
C 0.007 2.255 -3.172 -0.090
C -0.493 0.252 -4.439 -0.095
C 0.571 1.773 2.329 -0.291
C -7.614 -0.545 -1.419 -0.061
C -0.945 3.229 3.592 -0.120
C -4.966 2.868 -1.638 -0.028
C -0.170 2.158 1.161 -0.256
C 5.271 3.313 1.627 -0.095
C 1.985 -2.665 0.488 -0.221
C -5.374 0.339 -1.327 -0.198
C 3.417 1.827 1.252 -0.240
C 1.102 -4.371 -0.620 0.014
C 3.108 -1.890 -5.705 -0.186
C 3.727 -1.926 -6.947 -0.145
C -3.469 -1.294 3.017 -0.221
C -1.388 -1.813 4.183 -0.080
C -1.176 -0.340 -3.351 -0.222
H 5.301 -1.184 -8.150 0.074
H -2.035 2.948 0.424 0.068
H -3.622 0.495 -2.339 0.148
H 0.782 2.216 4.403 0.064
H -1.224 2.471 -1.373 0.099
H 3.759 0.000 7.648 0.084
H -8.272 -1.372 -1.318 0.084
H 2.311 -2.639 -5.445 0.095
H 5.838 3.860 2.356 0.082
H -5.358 -0.574 2.339 0.030
H 5.137 0.213 -4.027 0.058
H -2.549 -1.602 -4.489 0.074
H -5.303 -0.571 4.083 0.096
H 4.016 -3.517 1.760 0.083
H -0.632 -3.230 -1.216 0.170
H -0.594 -0.178 -5.441 0.114
H 3.396 -2.626 -7.713 0.090
H 0.694 -0.190 4.653 0.069
H 5.403 0.323 5.859 0.093
H -4.106 2.648 -1.096 0.027
H 3.493 3.214 2.932 0.121
H -1.215 3.646 4.546 0.078
H -5.889 -1.763 -1.077 0.119
H 5.292 2.108 -1.569 0.089
H -1.144 -2.510 -3.694 0.077
H 4.713 0.354 3.518 0.101
H -5.404 3.785 -1.239 0.084
H -5.464 -2.127 3.204 0.097
H -2.553 4.113 2.561 0.068
H -7.626 2.809 -1.970 0.097
H -3.297 -1.507 5.169 0.106
H -9.134 0.972 -2.070 0.090
H 0.816 -5.366 -0.985 0.132
H 0.396 -2.066 2.910 0.116
H 6.729 3.541 0.020 0.102
H -2.647 -1.963 -2.890 0.052
H 1.335 -0.765 6.977 0.108
H -4.499 -0.759 0.737 0.109
H -0.769 -1.994 5.036 0.083
H 6.190 0.344 -6.322 0.082
H -4.664 3.078 -2.717 0.116
H 0.704 1.893 -5.236 0.114
H 0.398 3.279 -3.060 0.112
H 3.302 0.987 -0.756 -0.035
H 0.203 1.904 0.131 0.056
```



> What is the net charge in the fourth record?

-1



> Look up the net charge of the second one.

+3



> Which of these has the lowest net charge?

C51H45LuN5O4SiTe



> net charge of number 1 (C51H43GeINO2PRe)?

+1